DFT (ωB97M-V with the def2-TZVPD basis set) results for 2 unconnected molecules or ions with the total composition C4H8O2.

Output
Energy above the lowest of the compared OMol25 structures with the same formula, charge and spin in kcal per mole: 135.8
LUMO level in eV: 0.73
Strongest force on any atom in eV/Å: 0.29
Energy in eV: -8367.395

Each line ends with the Mulliken charge.
Cartesian coordinates (Å):
C 1.46259 -0.56107 0.70306  -1.21
C 0.64863 0.45130 -0.07131  0.80
O 1.28464 1.46525 -0.61928  -0.73
C -0.51713 -0.13226 -0.84888  -0.21
C -1.85536 -0.33891 -0.30155  -0.35
O -1.56087 0.75388 -1.16694  -0.42
H 2.10824 -1.04915 -0.03736  0.37
H 2.10982 -0.04920 1.41732  0.30
H 0.84784 -1.31328 1.20660  0.34
H -0.14827 1.05728 1.00732  0.09
H 0.36898 1.63860 0.41405  0.12
H -0.16518 -0.76326 -1.67005  0.40
H -2.06491 -0.06483 0.73293  0.22
H -2.49699 -1.11223 -0.72162  0.27

Force components x, y, z for each atom (eV/Å):
C 0.038 -0.004 0.033
C -0.063 -0.265 0.068
O 0.129 0.014 -0.130
C 0.196 -0.062 -0.031
C -0.124 -0.175 0.190
O -0.081 0.141 -0.088
H -0.104 0.045 0.087
H -0.094 -0.064 -0.104
H 0.068 0.116 -0.075
H 0.066 -0.019 -0.115
H -0.151 0.100 0.172
H -0.044 0.094 0.107
H 0.048 -0.037 -0.155
H 0.115 0.117 0.043



DFT (ωB97M-V with the def2-TZVPD basis set) results for C4H8O2 in the gas phase.

Output
Energy above the lowest of the compared OMol25 structures with the same formula, charge and spin in kcal per mole: 28.8
LUMO level in eV: 0.83
Strongest force on any atom in eV/Å: 0.50
Energy in eV: -8372.032
SMILES: O=CCCCO

Each line ends with the Mulliken charge.
Cartesian coordinates (Å):
O -0.90300 1.62957 -0.15467  -0.58
C -0.42355 0.83042 -1.21258  -0.39
C 0.62196 -0.23218 -0.77710  -0.45
C 0.80949 -0.33451 0.74099  -0.72
C -0.35593 -0.96384 1.45743  0.11
O -1.51913 -0.74547 1.18791  -0.54
H -1.47153 1.04634 0.37310  0.37
H 0.03199 1.52331 -1.92854  0.33
H -1.25792 0.33448 -1.72775  0.22
H 1.59773 0.00596 -1.21161  0.31
H 0.33748 -1.21351 -1.17309  0.29
H 1.71787 -0.89299 0.98654  0.36
H 0.92108 0.67554 1.15667  0.32
H -0.10655 -1.66312 2.28270  0.37

Force components x, y, z for each atom (eV/Å):
O -0.166 -0.019 0.091
C 0.089 -0.070 -0.310
C 0.021 0.012 -0.055
C 0.001 -0.025 0.015
C -0.273 0.050 -0.088
O 0.448 -0.169 0.150
H 0.061 0.146 -0.018
H -0.063 -0.144 0.110
H 0.122 0.077 0.100
H -0.108 -0.003 0.046
H 0.037 0.114 0.046
H -0.107 0.042 -0.036
H 0.025 -0.113 0.015
H -0.087 0.103 -0.065